(a)
23
Properties=species:S:1:pos:R:3:mulliken_charge:R:1 method="wB97M-V/def2-TZVPD" orbital_gap_ev=9.9 smiles="CC(C)=NN.CCOO"
C 2.681 1.141 -1.436 -1.57
C 1.493 0.740 -0.603 0.97
C 1.164 -0.718 -0.495 -0.84
N 0.754 1.565 0.028 -0.16
N 1.060 2.905 0.051 -0.70
H 2.388 1.821 -2.242 0.38
H 3.418 1.664 -0.821 0.37
H 3.153 0.272 -1.888 0.33
H 0.897 -1.118 -1.475 0.29
H 2.035 -1.275 -0.144 0.33
H 0.340 -0.874 0.196 0.04
H 1.507 3.277 -0.781 0.21
H 0.239 3.437 0.304 0.24
C -2.230 -2.597 1.094 -0.83
C -2.650 -1.386 0.394 -0.12
O -1.713 -0.435 1.448 -0.30
O -1.656 0.989 1.365 -0.47
H -3.040 -3.235 1.438 0.32
H -1.739 -1.936 2.014 0.26
H -1.408 -3.128 0.623 0.24
H -3.668 -1.053 0.583 0.27
H -2.250 -1.205 -0.602 0.22
H -0.773 1.149 0.950 0.53


(b)
23
Properties=species:S:1:pos:R:3:mulliken_charge:R:1 method="wB97M-V/def2-TZVPD" orbital_gap_ev=7.7
C -1.720 0.955 0.935 -1.05
C -1.321 -0.186 -1.162 -1.02
C 0.822 1.695 -0.577 -0.91
N -0.720 0.383 0.044 0.22
H -2.294 1.708 0.393 0.36
H -2.413 0.190 1.310 0.32
H -1.228 1.436 1.780 0.31
H -2.063 -0.953 -0.909 0.34
H -1.802 0.619 -1.721 0.35
H -0.542 -0.637 -1.772 0.30
H 1.417 1.644 -1.479 0.34
H 1.345 2.140 0.258 0.32
H -0.048 2.301 -0.832 0.37
C 1.580 -0.273 -0.049 -0.04
N -0.051 -1.876 0.901 -0.60
C 0.282 -0.484 0.728 -0.11
O 2.687 -0.535 0.769 -0.56
O 1.576 -1.200 -1.153 -0.53
H 2.606 -1.447 1.108 0.36
H 2.389 -1.033 -1.644 0.31
H 0.009 -2.384 0.027 0.28
H -0.952 -2.031 1.336 0.28
H 0.439 -0.031 1.708 0.35


Least stable = (a)


(a)
6
Properties=species:S:1:pos:R:3:mulliken_charge:R:1 method="wB97M-V/def2-TZVPD" spin_multiplicity=2 orbital_gap_ev="8.9 / 5.6"
S -0.746 -1.726 -0.567 -0.18
H -1.840 -2.060 -1.258 0.15
S 1.939 1.612 1.152 -0.19
S -1.485 -0.047 0.407 -0.13
H 2.351 1.742 -0.133 0.20
H -0.219 0.479 0.399 0.15


(b)
6
Properties=species:S:1:pos:R:3:mulliken_charge:R:1 method="wB97M-V/def2-TZVPD" spin_multiplicity=2 orbital_gap_ev="8.9 / 5.4"
S 1.839 -1.231 -0.249 -0.15
S 0.067 -1.676 0.817 -0.06
H 1.201 -0.414 -1.095 0.16
H -0.437 -0.429 0.523 0.04
S -1.250 1.208 0.039 -0.16
H -1.419 2.542 -0.035 0.18


Least stable = (b)


(a)
13
Properties=species:S:1:pos:R:3:mulliken_charge:R:1 method="wB97M-V/def2-TZVPD" orbital_gap_ev=8.5 charge=-1
O 1.976 -1.004 1.068 -0.73
C 1.906 -0.151 2.004 0.19
O 2.475 -0.148 3.094 -0.61
H 1.253 0.731 1.755 0.15
H 0.515 -1.127 0.424 0.45
C -0.353 -0.152 -0.958 -0.13
O -0.391 -1.169 -0.013 -0.56
C -1.668 0.586 -1.134 -1.06
H 0.420 0.592 -0.742 0.25
H -0.079 -0.535 -1.954 0.18
H -1.608 1.310 -1.948 0.32
H -2.504 -0.070 -1.362 0.27
H -1.943 1.138 -0.234 0.28


(b)
13
Properties=species:S:1:pos:R:3:mulliken_charge:R:1 method="wB97M-V/def2-TZVPD" orbital_gap_ev=7.9 charge=-1
C 0.090 -1.470 0.315 -0.85
C 1.225 -0.421 0.565 0.58
O 1.299 0.023 1.730 -0.72
O 1.904 -0.122 -0.439 -0.73
H -0.466 -1.147 -0.558 0.16
H -0.488 -1.530 1.235 0.25
H 0.556 -2.442 0.109 0.33
C -1.894 0.821 -1.551 -0.57
O -1.875 1.166 -0.180 -0.55
H -1.111 0.830 0.300 0.33
H -2.610 0.005 -1.705 0.25
H -2.198 1.702 -2.118 0.23
H -0.941 0.430 -1.914 0.29


(c)
13
Properties=species:S:1:pos:R:3:mulliken_charge:R:1 method="wB97M-V/def2-TZVPD" orbital_gap_ev=8.4 charge=-1
O 0.608 -0.327 -2.413 -0.72
C 0.021 -0.228 -1.317 0.46
O -1.179 -0.135 -1.011 -0.79
C 1.036 -0.413 -0.091 -0.35
C 0.484 -1.132 1.149 -0.93
H 1.914 -0.964 -0.425 0.29
H 1.366 0.628 0.025 0.23
H 1.142 -1.779 1.726 0.33
H 0.054 -0.425 1.869 0.21
H -0.382 -1.684 0.773 0.26
H -1.700 1.365 -0.190 0.42
H -1.521 2.861 -0.366 0.28
O -1.841 2.232 0.273 -0.69


Least stable = (b)


(a)
13
Properties=species:S:1:pos:R:3:mulliken_charge:R:1 method="wB97M-V/def2-TZVPD" orbital_gap_ev=8.7 charge=-1
C 2.388 0.844 -0.072 -1.01
C 1.052 0.079 -0.183 0.69
O 0.119 0.806 0.296 -0.80
O 0.940 -0.988 -0.799 -0.70
H 2.256 1.898 0.119 0.30
H 2.967 0.838 -1.009 0.26
H 2.965 0.506 0.788 0.23
C -2.243 -0.935 -0.101 -0.46
O -2.255 -0.193 1.117 -0.57
H -1.484 0.452 1.120 0.46
H -1.831 -1.906 0.047 0.21
H -3.264 -0.968 -0.503 0.22
H -1.611 -0.434 -0.820 0.19


(b)
13
Properties=species:S:1:pos:R:3:mulliken_charge:R:1 method="wB97M-V/def2-TZVPD" orbital_gap_ev=7.5 charge=-1
O 1.558 0.308 0.113 -0.52
C 2.745 0.129 -0.294 -0.05
O 3.378 -0.109 -1.403 -0.64
H 3.441 0.022 0.630 0.21
H -0.501 -0.756 0.305 0.32
C -2.117 0.436 0.772 -0.30
O -1.372 -0.935 0.704 -0.55
C -3.376 0.160 -0.103 -0.78
H -2.378 0.465 1.881 0.20
H -1.532 1.225 0.463 0.35
H -3.086 0.084 -1.140 0.26
H -4.030 -0.688 0.182 0.26
H -3.936 1.183 0.118 0.23


(c)
13
Properties=species:S:1:pos:R:3:mulliken_charge:R:1 method="wB97M-V/def2-TZVPD" orbital_gap_ev=8.5 charge=-1
C 1.399 1.369 1.485 -0.48
O 1.648 0.272 2.304 -0.55
H 1.121 -0.472 1.982 0.33
H 1.757 1.365 0.456 0.23
H 0.290 1.551 1.443 0.21
H 1.933 2.268 1.888 0.25
C -1.455 -1.175 -1.884 -0.99
C -0.696 -0.526 -0.650 0.64
O -0.014 0.469 -0.934 -0.68
O -0.836 -1.136 0.437 -0.72
H -0.817 -1.547 -2.659 0.24
H -2.206 -0.481 -2.347 0.24
H -2.125 -1.957 -1.522 0.30


Least stable = (b)


(a)
24
Properties=species:S:1:pos:R:3:mulliken_charge:R:1 method="wB97M-V/def2-TZVPD" orbital_gap_ev=11.3 smiles=CO[C@@](Br)(CCl)[N@H+](C)CCCl charge=+1
C 1.069 2.580 -0.879 -0.68
O 1.275 1.778 0.373 -0.36
C 1.276 0.440 0.079 -0.45
Br 2.367 0.079 -1.561 0.01
C 2.045 -0.308 1.417 -0.32
Cl 3.729 0.221 1.318 -0.08
N -0.124 -0.140 -0.250 0.50
C -0.909 0.248 0.923 -0.86
C -0.198 -1.592 -0.484 -0.92
C -1.224 -2.100 -1.486 -0.57
Cl -1.307 -0.751 -2.663 -0.18
H 2.051 2.835 -1.261 0.44
H 0.798 3.514 -0.400 0.31
H 0.230 2.188 -1.509 0.24
H 1.518 -0.002 2.248 0.41
H 1.808 -1.344 1.243 0.32
H -0.663 0.147 -1.118 0.29
H -0.336 -0.065 1.884 0.32
H -1.311 1.287 1.007 0.26
H -1.787 -0.316 0.882 0.44
H 0.851 -1.908 -0.738 0.51
H -0.166 -2.187 0.388 0.58
H -2.198 -2.196 -1.010 0.34
H -0.984 -2.926 -2.030 0.44


(b)
24
Properties=species:S:1:pos:R:3:mulliken_charge:R:1 method="wB97M-V/def2-TZVPD" orbital_gap_ev=6.1 charge=+1
C 0.708 -2.144 -1.012 -0.96
C -1.700 -0.333 2.183 -0.75
C 2.190 -0.375 0.121 -0.65
C 2.508 0.966 -0.425 -0.47
C -1.808 1.734 -0.944 0.15
C -1.957 0.594 -0.004 0.09
N 0.835 -0.899 -0.236 0.11
O -1.318 0.611 1.154 0.04
Cl 1.347 2.205 0.112 -0.19
Cl -2.974 2.843 -0.146 -0.08
Br -3.143 -0.799 -0.564 0.07
H 1.223 -2.001 -2.010 0.28
H 1.308 -2.801 -0.397 0.36
H -0.295 -2.535 -0.972 0.34
H -0.721 -0.524 2.719 0.25
H -2.000 -1.268 1.723 0.40
H -2.569 0.019 2.780 0.33
H 2.229 -0.349 1.123 0.31
H 3.019 -1.007 -0.230 0.41
H 2.164 1.067 -1.468 0.26
H 3.527 1.258 -0.355 0.44
H -0.742 2.184 -0.853 -0.06
H -2.114 1.625 -1.989 0.44
H 0.280 -0.073 -0.310 -0.09


Least stable = (b)